1.
DFT (ωB97M-V/def2-TZVPD) results for C11H14N2S2 as an isolated structure.

Values from the calculation:
Calculated total energy: -36282.00920 eV
LUMO level: 0.0114 Eh
Energy relative to the best compared isomer or geometry (same formula, charge and spin): 31.1 kcal/mol

Geometry as XYZ:
```
29
Properties=species:S:1:pos:R:3:forces:R:3:lowdin_charge:R:1
H 1.01333 -2.43299 -0.15551 -1.099 0.465 -0.591 0.095
N 0.16371 0.41551 -0.27414 4.099 -0.233 -0.370 0.057
H -4.77993 -0.44296 -0.86303 -0.471 0.119 -0.356 0.083
H 2.43373 -2.54790 -0.74220 1.006 0.453 -0.374 0.084
C -1.52148 -1.15119 -1.27139 0.814 0.388 0.709 -0.040
C 1.86623 -0.56258 -0.59168 -1.929 3.497 0.992 -0.937
C 0.13591 1.64439 0.44888 -1.404 -2.570 -1.981 -0.441
H -3.32929 -2.05965 -1.85370 -0.082 -0.199 0.361 0.098
C -3.32342 0.95443 -0.19784 0.798 -1.167 0.017 -0.005
C 1.50296 -0.74088 2.24335 0.200 3.679 0.627 -0.337
H 1.95342 -0.45177 3.21628 0.281 -0.166 -0.604 0.051
C 1.56324 -1.93121 -0.96327 0.235 -2.882 0.210 -0.195
H -0.82848 -1.90163 -1.70705 -0.782 0.851 0.365 0.096
C -2.87304 -1.26858 -1.26702 -1.229 0.124 -1.089 -0.126
C -3.72912 -0.24297 -0.80664 0.122 0.443 0.637 -0.120
H 1.34322 -1.76858 2.31948 -1.010 -1.478 -0.283 0.013
S 2.76500 0.44723 -1.74532 0.104 -0.228 -0.168 0.795
H 1.31412 -2.26964 -2.00050 -0.351 0.990 0.944 0.108
H 1.29606 2.45375 1.95636 0.670 0.061 -1.367 0.113
S 2.69224 -0.26433 0.96726 0.319 -1.139 0.542 0.841
H 3.31323 1.19991 -0.75990 -0.002 -0.135 -0.602 -0.147
H 2.16899 2.14375 0.30687 -0.393 0.534 0.860 -0.007
H -4.10986 1.71204 -0.00074 1.029 -0.446 0.283 0.111
H 0.68688 0.05618 2.15605 0.348 -2.046 0.025 0.060
C 1.26200 2.50078 0.81635 1.013 -0.171 1.451 -0.061
C -1.90935 1.00088 0.06705 -0.826 0.190 -0.857 -0.198
N -1.08848 1.95999 0.69066 -2.140 0.141 -0.487 0.133
H 1.12293 3.55119 0.58269 -0.437 -0.003 -0.255 0.084
C -1.10476 -0.00318 -0.57135 1.116 0.926 1.360 -0.209
```
Positions in Å, forces in eV/Å.

2.
DFT (ωB97M-V/def2-TZVPD) results for C11H14N3 as an isolated structure.

Values from the calculation:
Calculated total energy: -16097.16162 eV
LUMO level: -0.0962 Eh
Energy relative to the best compared isomer or geometry (same formula, charge and spin): 0.0 kcal/mol
Net charge: +1

Geometry as XYZ:
```
28
Properties=species:S:1:pos:R:3:forces:R:3:lowdin_charge:R:1
H -0.34472 -1.39313 2.53182 -0.298 -0.052 0.118 0.140
C -2.76672 1.67284 -0.16883 -0.055 -0.077 0.240 -0.075
H 1.45576 -0.76837 -2.21682 -0.332 0.456 -0.007 0.095
C 0.25661 -2.12427 2.02754 0.305 -0.647 -0.895 -0.124
H -3.70056 1.18072 0.07580 0.046 0.067 0.072 0.111
H 1.28534 0.35476 1.24728 0.178 -0.183 -0.606 0.133
H -1.52791 4.69916 -1.03336 0.107 -0.115 -0.030 0.113
C 1.74812 -3.00258 0.69178 -1.092 -0.003 0.478 -0.083
N 1.02246 -1.85901 0.97664 -0.429 -0.178 0.726 -0.002
N 0.76768 0.64040 -0.76765 0.935 -1.607 1.454 -0.125
H 0.53852 3.34441 -1.29611 -0.285 -0.133 0.301 0.123
C -0.37701 2.88152 -0.91250 0.655 -0.544 -0.302 -0.012
H -3.65798 3.64617 -0.34210 0.510 -0.486 -0.291 0.122
H -1.62198 -0.15910 0.00101 -0.040 0.450 0.005 0.113
C -2.75094 3.03123 -0.46345 0.038 0.383 0.375 -0.066
C -1.54653 3.63702 -0.81784 -0.077 -0.377 0.054 -0.064
H 2.29995 -0.54716 -0.13495 -0.499 0.838 0.687 0.119
H 0.47764 0.63002 -2.84147 0.520 -0.291 0.186 0.109
C 1.25649 0.31252 -2.12808 -0.289 0.324 -0.368 -0.009
C 1.32294 -4.01535 1.50597 -0.577 0.804 0.406 -0.034
N 0.36509 -3.43139 2.35883 0.378 -0.190 -0.213 0.083
H 1.57853 -5.06424 1.54476 -0.004 0.220 0.111 0.125
C -1.59850 0.92182 -0.18301 0.741 -0.097 -0.642 -0.023
H 2.49758 -2.98028 -0.06192 0.305 -0.260 -0.435 0.110
H -0.17578 -3.90421 3.09652 0.607 0.400 -0.653 0.180
C 1.37588 -0.05845 0.23482 0.369 1.412 -1.118 0.056
H 2.20149 0.84439 -2.33010 -0.453 -0.071 0.047 0.104
C -0.38143 1.51057 -0.59458 -1.265 -0.044 0.299 -0.219
```
Positions in Å, forces in eV/Å.

| no. | M (Da) | HOMO (Ha) |
| --- | --- | --- |
| 1 | 238.4 | -0.2850 |
| 2 | 188.3 | -0.4578 |